No. 1
DFT (wB97M-V/def2-TZVPD) results for the molecule C4H5FN2O in a non-equilibrium geometry.

Electronic energy, hartree: -439.877205
HOMO-LUMO gap, eV: 9.4
Energy relative to the best compared isomer or geometry (same formula, charge and spin), kcal/mol: 100.9

```
13
C4H5FN2O, DFT wB97M-V/def2-TZVPD
F -0.39 -1.74 -0.52
O 1.40 0.45 -0.15
N -3.50 -0.30 0.18
N -0.35 1.92 -0.37
C -0.82 -0.48 -0.34
C 0.04 0.62 -0.19
C 1.75 -1.00 0.24
C -2.34 -0.34 -0.08
H 2.93 -0.98 0.43
H 1.25 -1.81 -0.46
H 0.86 -0.99 1.12
H 0.54 2.41 -0.03
H -1.36 2.25 0.17
```


No. 2
DFT (wB97M-V/def2-TZVPD) results for the molecule C7H9N in a non-equilibrium geometry.

Electronic energy, hartree: -326.660045
HOMO-LUMO gap, eV: 8.8
Energy relative to the best compared isomer or geometry (same formula, charge and spin), kcal/mol: 144.9

```
17
C7H9N, DFT wB97M-V/def2-TZVPD
N -1.78 -1.04 0.69
C -0.92 1.04 0.04
C -0.34 -1.35 0.73
C 0.32 1.61 -0.36
C -1.02 0.01 1.04
C 1.12 -0.43 -1.10
C 1.49 0.95 -0.48
C 0.31 -1.29 -0.55
H 2.19 1.43 -1.04
H -1.83 1.45 -0.49
H 1.69 -0.74 -2.14
H 0.15 -2.13 1.57
H 0.30 2.59 -0.93
H 0.41 -2.33 -0.98
H 1.81 0.92 0.64
H -2.62 -1.17 1.27
H -1.29 0.49 2.10
```


No. 3
DFT (wB97M-V/def2-TZVPD) results for a cluster of 2 separate species, C4H9ClNO2S in total in a non-equilibrium geometry.

Net charge: -1
Electronic energy, hartree: -1221.420078
HOMO-LUMO gap, eV: 6.4
Energy relative to the best compared isomer or geometry (same formula, charge and spin), kcal/mol: 0.0

```
18
C4H9ClNO2S, DFT wB97M-V/def2-TZVPD
Cl -2.37 0.21 -2.15
S -0.86 3.46 -2.01
O 0.40 3.83 -1.34
O -1.94 4.42 -1.81
N -1.64 1.01 -0.81
C 0.56 -0.02 -1.37
C -0.92 -0.98 0.41
C 0.13 1.27 0.72
C -0.50 0.32 -0.31
H -0.60 1.54 1.47
H 0.98 0.79 1.20
H 0.47 2.17 0.23
H -1.68 -0.75 1.16
H 0.13 -0.67 -2.14
H -0.07 -1.46 0.90
H 0.91 0.89 -1.85
H 1.41 -0.53 -0.92
H -1.35 -1.68 -0.31
```


No. 4
DFT (wB97M-V/def2-TZVPD) results for a cluster of 3 separate species, C3H10O3S in total in a non-equilibrium geometry.

Net charge: -2
Electronic energy, hartree: -744.121218
HOMO-LUMO gap, eV: 6.0
Energy relative to the best compared isomer or geometry (same formula, charge and spin), kcal/mol: 40.5

```
17
C3H10O3S, DFT wB97M-V/def2-TZVPD
S 0.40 -2.90 2.62
O -1.14 2.03 1.49
O 0.08 3.07 -2.23
O 0.39 -0.36 -2.08
C 0.26 -1.41 1.66
C 0.55 -1.58 0.11
C 0.15 -0.23 -0.63
H 1.57 -1.87 -0.05
H 1.08 -0.74 1.97
H 0.75 0.64 -0.37
H -1.12 2.15 0.52
H -0.22 2.78 -3.10
H -0.94 -0.29 -0.63
H -0.24 -2.24 -0.23
H -0.62 -0.75 1.76
H 0.56 0.58 -2.24
H -1.50 1.12 1.44
```


No. 5
DFT (wB97M-V/def2-TZVPD) results for a structure of composition C2H4N4 in a non-equilibrium geometry.

Electronic energy, hartree: -297.438262
HOMO-LUMO gap, eV: 9.9
Energy relative to the best compared isomer or geometry (same formula, charge and spin), kcal/mol: 129.3

```
10
C2H4N4, DFT wB97M-V/def2-TZVPD
N -0.39 -1.20 -0.26
N 1.81 -0.18 -0.36
N 0.22 0.60 0.67
N 0.82 -0.72 0.45
C 1.26 0.99 -0.21
C -1.07 0.05 0.05
H -1.68 0.53 -0.77
H 1.67 1.94 -0.42
H -1.83 0.14 0.83
H -0.80 -2.14 0.01
```


No. 6
DFT (wB97M-V/def2-TZVPD) results for a cluster of 2 separate species, CHO3S3 in total in a non-equilibrium geometry.

Net charge: -1
Electronic energy, hartree: -1458.970165
HOMO-LUMO gap (spin up / spin down), eV: 4.6 / 6.6
Energy relative to the best compared isomer or geometry (same formula, charge and spin), kcal/mol: 54.6

```
8
CHO3S3, DFT wB97M-V/def2-TZVPD
S -1.35 -2.11 -0.29
S 2.13 3.33 0.73
S 0.89 0.71 1.00
O -0.16 -1.32 -0.54
O -2.56 -1.84 -1.05
O -1.50 -2.64 1.04
C 1.51 1.92 0.11
H 1.06 1.95 -1.00
```


No. 7
DFT (wB97M-V/def2-TZVPD) results for the ion C5H15N2 with charge +1 in a non-equilibrium geometry.

Net charge: +1
Electronic energy, hartree: -308.716700
HOMO-LUMO gap, eV: 10.2
Energy relative to the best compared isomer or geometry (same formula, charge and spin), kcal/mol: 47.7

```
22
C5H15N2, DFT wB97M-V/def2-TZVPD
N -0.55 0.34 0.68
N 1.02 -1.49 -0.61
C 1.76 -2.40 0.32
C 0.89 0.89 0.37
C -1.44 0.90 -0.46
C -2.51 1.69 0.23
C 1.50 -0.16 -0.80
H 0.99 -2.90 0.98
H -0.45 -0.67 0.48
H -2.69 1.47 1.27
H 2.58 -0.06 -0.76
H 2.28 -1.68 0.98
H 0.71 1.84 -0.12
H -0.75 0.48 1.67
H -0.89 1.39 -1.24
H -3.57 1.61 -0.19
H 0.38 -2.03 -1.15
H 1.18 0.17 -1.81
H 1.44 0.90 1.33
H -1.90 -0.01 -0.92
H 2.43 -3.01 -0.30
H -2.39 2.75 0.06
```


No. 8
DFT (wB97M-V/def2-TZVPD) results for the molecule C4H5ClN2 in a non-equilibrium geometry.

Electronic energy, hartree: -725.088264
HOMO-LUMO gap, eV: 8.5
Energy relative to the best compared isomer or geometry (same formula, charge and spin), kcal/mol: 29.7

```
12
C4H5ClN2, DFT wB97M-V/def2-TZVPD
Cl 1.88 -1.51 1.29
N 1.18 -0.36 -1.06
N -1.08 -0.35 1.76
C 0.23 0.55 -1.46
C 0.85 -0.60 0.23
C -0.37 -0.01 0.57
C -0.78 0.64 -0.60
H 0.30 1.10 -2.39
H -0.50 -0.11 2.60
H -1.64 1.17 -1.04
H -2.08 0.03 1.70
H 2.01 -0.57 -1.61
```


Q: The lowest electronic energy belongs to which entry?
A: CHO3S3


Copy entry 5 word for word.
DFT (wB97M-V/def2-TZVPD) results for a structure of composition C2H4N4 in a non-equilibrium geometry.

Electronic energy, hartree: -297.438262
HOMO-LUMO gap, eV: 9.9
Energy relative to the best compared isomer or geometry (same formula, charge and spin), kcal/mol: 129.3

```
10
C2H4N4, DFT wB97M-V/def2-TZVPD
N -0.39 -1.20 -0.26
N 1.81 -0.18 -0.36
N 0.22 0.60 0.67
N 0.82 -0.72 0.45
C 1.26 0.99 -0.21
C -1.07 0.05 0.05
H -1.68 0.53 -0.77
H 1.67 1.94 -0.42
H -1.83 0.14 0.83
H -0.80 -2.14 0.01
```